Record 1
The following is a DFT calculation (ωB97M-V/def2-TZVPD) of a structure of composition CF2O3.

Computed properties:
- Frontier orbital gap (spin up / spin down): 8.077 / 10.333 eV
- Net charge: 0
- DFT total energy: -12605.78841 eV
- Multiplicity: 1
- HOMO energy (spin up / spin down): -9.73 / -11.41 eV
- ΔE to the lowest compared entry with this formula, charge and spin: 259.4 kJ/mol

Positions of all 6 atoms, in Å:
C -1.38887 -0.03580 -0.05293
O -2.30952 0.63932 0.08387
O 0.73215 0.82769 -0.32982
O 1.60691 0.49035 0.47333
F -1.12636 -1.28530 -0.07046
F 2.48568 -0.63626 -0.10399

Forces on the atoms, in the same order (eV/Å):
C 2.21 1.32 -0.20
O -1.01 -0.05 0.10
O -0.01 -0.29 0.28
O -0.33 0.01 -0.24
F -0.45 -1.20 0.09
F -0.41 0.21 -0.02

=====

Record 2
The following is a DFT calculation (ωB97M-V/def2-TZVPD) of an isolated molecule of C3H6ClFO.

Computed properties:
- Frontier orbital gap: 11.120 eV
- Net charge: 0
- DFT total energy: -20494.73815 eV
- Multiplicity: 1
- HOMO energy: -10.20 eV
- ΔE to the lowest compared entry with this formula, charge and spin: 104.2 kJ/mol

Positions of all 12 atoms, in Å:
C -1.68767 -0.46517 -0.49480
O -0.27385 -0.47605 -0.55140
C 0.25256 0.24399 0.53001
C 1.70507 0.46083 0.15297
F 1.77920 1.38735 -0.85726
Cl 2.33702 -1.15225 -0.34373
H -2.16535 0.48357 -0.35776
H -1.97351 -1.20347 0.24886
H -2.02225 -0.84468 -1.43052
H 0.08425 -0.36843 1.41518
H -0.30376 1.16851 0.69098
H 2.26831 0.76578 0.99748

Forces on the atoms, in the same order (eV/Å):
C 0.61 -1.49 -0.17
O -1.11 1.08 -0.35
C -0.18 -0.66 -0.63
C -1.05 -0.67 -0.10
F 0.25 -0.53 0.37
Cl 0.44 0.69 0.00
H 0.06 0.81 0.41
H -0.51 0.15 0.46
H -0.30 -0.33 -0.86
H 0.64 0.03 0.51
H 0.31 0.41 -0.16
H 0.84 0.51 0.52

=====

Record 3
The following is a DFT calculation (ωB97M-V/def2-TZVPD) of a cluster of 2 separate species, C2H2NOS2 in total.

Computed properties:
- Frontier orbital gap: 6.176 eV
- Net charge: -1
- DFT total energy: -27314.87257 eV
- Multiplicity: 1
- HOMO energy: -3.10 eV
- ΔE to the lowest compared entry with this formula, charge and spin: 125.3 kJ/mol

Positions of all 8 atoms, in Å:
C -0.63276 1.90220 0.29035
C -2.52629 0.29260 0.04844
N -1.84530 1.27500 0.06316
O -0.46188 3.12268 0.34535
S 0.19834 -1.38547 0.56772
S -3.68453 -0.76028 0.02666
H 0.14416 1.27980 0.37438
H -1.14824 -1.74679 0.44966

Forces on the atoms, in the same order (eV/Å):
C -1.92 4.40 -0.37
C 0.34 0.82 0.19
N -0.34 0.41 -0.05
O -1.04 -2.00 -0.13
S -1.23 -0.34 -0.10
S -0.16 -0.36 -0.09
H 2.95 -3.11 0.41
H 1.41 0.17 0.14

=====

Record 4
The following is a DFT calculation (ωB97M-V/def2-TZVPD) of an isolated molecule of C5H11N.

Computed properties:
- Frontier orbital gap: 10.123 eV
- Net charge: 0
- DFT total energy: -6852.15594 eV
- Multiplicity: 1
- HOMO energy: -8.91 eV
- ΔE to the lowest compared entry with this formula, charge and spin: 132.4 kJ/mol

Positions of all 17 atoms, in Å:
C 2.10240 -0.18145 -0.04236
C 0.70090 -0.48418 -0.51124
C -0.43350 0.51050 -0.57139
C -0.57436 1.90537 0.02117
N -0.36778 -0.50128 0.44873
C -1.39745 -1.50221 0.58844
H 2.56420 -1.06411 0.41621
H 2.72941 0.12521 -0.88784
H 2.09148 0.62024 0.70059
H 0.65565 -1.25275 -1.29585
H -1.07649 0.33643 -1.44255
H -1.26532 1.80050 0.86678
H -1.01318 2.62563 -0.67655
H 0.35314 2.32157 0.42401
H -2.35480 -0.98114 0.71069
H -1.21689 -2.07312 1.50411
H -1.49740 -2.20520 -0.25296

Forces on the atoms, in the same order (eV/Å):
C -0.04 0.07 0.03
C 0.12 -0.03 -0.07
C -0.22 0.13 0.02
C 0.09 0.05 -0.05
N -0.03 -0.04 0.19
C -0.10 -0.16 -0.01
H -0.11 0.13 -0.07
H -0.10 -0.02 0.14
H 0.02 -0.09 -0.08
H -0.07 0.22 0.11
H -0.09 -0.12 0.31
H 0.10 0.16 -0.16
H 0.21 -0.12 -0.03
H -0.02 -0.12 -0.13
H 0.12 -0.14 -0.01
H -0.03 -0.05 -0.17
H 0.12 0.14 -0.04

=====

Record 5
The following is a DFT calculation (ωB97M-V/def2-TZVPD) of a cluster of 3 separate species, C5H12O2 in total.

Computed properties:
- Frontier orbital gap: 10.462 eV
- Net charge: 0
- DFT total energy: -9473.11712 eV
- Multiplicity: 1
- HOMO energy: -9.82 eV
- ΔE to the lowest compared entry with this formula, charge and spin: 194.8 kJ/mol

Positions of all 19 atoms, in Å:
C -0.46668 0.41180 -1.74760
C 0.43842 -0.38639 -1.18536
C 1.74926 0.06103 -0.60152
C 2.11353 -0.63141 0.71357
H -1.36006 0.01681 -2.22635
H -0.34145 1.49267 -1.77305
H 0.26244 -1.46494 -1.17763
H 2.52884 -0.15380 -1.34628
H 1.73894 1.15143 -0.47420
H 3.13480 -0.37230 1.01308
H 1.42234 -0.34900 1.51330
H 2.06948 -1.72180 0.60383
C -2.67195 -0.22369 0.15578
O -2.92294 0.78668 0.77320
H -1.89356 -0.93144 0.48374
H -3.22133 -0.48164 -0.76807
O -0.52889 0.69822 2.26876
H -0.08159 1.46397 1.88970
H -1.45131 0.81091 1.98146

Forces on the atoms, in the same order (eV/Å):
C 0.14 -0.11 0.02
C -0.10 0.11 -0.15
C 0.02 0.05 -0.05
C 0.00 -0.04 0.05
H 0.16 0.04 0.07
H 0.02 -0.15 0.01
H 0.03 0.14 -0.03
H -0.08 0.03 0.10
H 0.00 -0.15 -0.03
H -0.17 -0.02 -0.01
H 0.14 -0.10 -0.14
H 0.02 0.15 -0.01
C -0.19 0.31 0.19
O 0.08 -0.50 -0.28
H -0.07 0.08 0.03
H 0.02 0.04 0.12
O -0.06 0.17 -0.03
H -0.03 -0.09 0.09
H 0.09 0.04 0.06

=====

Record 6
The following is a DFT calculation (ωB97M-V/def2-TZVPD) of a structure of composition C5H14N2.

Computed properties:
- Frontier orbital gap: 8.662 eV
- Net charge: 0
- DFT total energy: -8388.94067 eV
- Multiplicity: 1
- HOMO energy: -7.91 eV
- ΔE to the lowest compared entry with this formula, charge and spin: 354.9 kJ/mol

Positions of all 21 atoms, in Å:
C -3.80751 0.93042 0.15816
N -0.31782 0.77056 -0.54865
C -0.28516 -2.07149 0.06703
C 1.00682 -1.27161 0.02974
C 0.77890 0.23362 -0.08102
C 1.94640 1.09497 0.38841
N 3.18668 0.67345 -0.26001
H -4.14543 -0.08995 0.01143
H -2.73652 0.97282 -0.00394
H -4.34503 1.58126 -0.52415
H -4.01892 1.21830 1.19726
H -0.79573 -1.92867 1.01210
H -0.10341 -3.13055 -0.05674
H -0.96235 -1.71304 -0.70893
H 1.63920 -1.44334 0.90432
H 1.62981 -1.55476 -0.81688
H 0.43394 0.60206 -1.38056
H 1.67904 2.13767 0.23651
H 2.06061 0.92630 1.45705
H 3.98355 1.13282 0.15926
H 3.17292 0.92917 -1.24040

Forces on the atoms, in the same order (eV/Å):
C -0.09 -0.04 0.57
N 0.91 -0.44 -0.39
C -0.02 0.34 -0.15
C -0.08 0.09 0.41
C -0.12 -0.20 0.56
C 0.26 -0.12 -0.16
N -0.02 -0.06 0.01
H -0.06 -0.15 -0.04
H 0.08 0.09 -0.18
H 0.05 0.12 -0.04
H -0.02 -0.01 -0.31
H -0.11 0.05 0.23
H 0.08 -0.24 -0.08
H 0.05 -0.11 -0.01
H 0.01 -0.11 -0.01
H 0.10 -0.03 -0.14
H -0.94 0.69 -0.43
H -0.10 0.16 -0.06
H -0.08 -0.04 0.23
H 0.03 -0.01 -0.02
H 0.07 0.04 0.02

=====

ΔE to the lowest compared entry with this formula, charge and spin of number 4 (C5H11N)?
132.4 kJ/mol